# 1
The following is a quantum chemistry calculation of 2 unconnected molecules or ions with the total composition C4H11ClO2Si at a distorted geometry, from the Open Molecules 2025 dataset.

Last column: natural (NBO) charge in e.
CARTESIAN COORDINATES (ANGSTROEM)
1 C -0.623 -3.144 0.294  -0.64
2 C -0.409 -1.685 0.602  -0.94
3 Si -1.548 -0.344 0.466  1.63
4 Cl -3.246 -0.009 -0.530  -0.33
5 O -0.941 1.134 0.963  -0.86
6 C -1.142 2.153 0.142  -0.25
7 H -0.675 -3.284 -0.775  0.21
8 H 0.140 -3.782 0.677  0.21
9 H -1.556 -3.650 0.645  0.21
10 H 0.621 -1.479 0.778  0.24
11 H -2.133 2.316 -0.036  0.17
12 H -0.699 2.034 -0.899  0.15
13 H -0.531 2.998 0.570  0.20
14 C 2.296 1.087 -0.766  -0.24
15 O 2.138 1.558 0.492  -0.71
16 H 1.388 1.316 -1.406  0.14
17 H 2.420 -0.016 -0.775  0.16
18 H 3.106 1.675 -1.275  0.18
19 H 1.394 1.123 0.831  0.47

Its relative energy (zero: lowest compared OMol25 entry of this formula, charge and spin) is 32.7 kcal/mol. The SMILES is C/C=[Si](\Cl)OC.CO. Its spin multiplicity is 1. The value obtained for the frontier orbital gap is 8.01 eV. The highest occupied orbital energy comes out at -8.06 eV.


# 2
The following is a quantum chemistry calculation of a molecular structure, C19H22N3O4S at a distorted geometry, from the Open Molecules 2025 dataset.

Last column: natural (NBO) charge in e.
CARTESIAN COORDINATES (ANGSTROEM)
1 O -0.070 2.407 -0.190  -0.62
2 O -2.809 -2.117 -0.542  -0.60
3 O -0.841 -4.390 -4.074  -0.79
4 O -2.361 -2.816 -4.581  -0.74
5 S 0.781 -0.350 -2.015  0.16
6 C 0.039 1.456 0.561  0.69
7 C -2.288 -1.173 -1.142  0.69
8 C -1.372 -3.233 -3.928  0.73
9 C 1.127 4.981 4.157  -0.22
10 C 0.705 3.768 4.706  -0.22
11 C 1.485 5.026 2.805  -0.22
12 C 0.667 2.575 3.942  -0.21
13 C 1.436 3.852 2.026  -0.18
14 C 1.050 2.590 2.600  -0.02
15 N 0.394 0.161 2.493  -0.63
16 N -0.813 0.370 0.502  -0.44
17 N -1.663 -1.186 -2.364  -0.40
18 C 0.149 -1.831 1.082  -0.65
19 C -1.784 -0.956 2.342  -0.63
20 C 0.649 -1.331 -4.616  -0.64
21 C 1.661 -2.769 -2.874  -0.63
22 C -0.546 -0.559 1.596  0.29
23 C 0.569 -1.775 -3.148  -0.11
24 C 0.994 1.316 1.732  -0.16
25 C -1.007 0.073 -2.037  -0.13
26 C -1.732 0.159 -0.646  -0.14
27 C -0.815 -2.350 -2.801  -0.17
28 H 1.149 5.912 4.739  0.21
29 H 0.410 3.703 5.737  0.20
30 H 1.723 5.933 2.322  0.21
31 H 0.332 1.657 4.399  0.23
32 H 1.702 3.923 0.947  0.23
33 H 1.082 -0.497 2.837  0.37
34 H 1.043 -1.579 0.533  0.22
35 H -0.512 -2.448 0.478  0.24
36 H 0.454 -2.443 1.956  0.19
37 H -2.473 -0.108 2.411  0.21
38 H -2.346 -1.802 1.945  0.24
39 H -1.485 -1.219 3.387  0.21
40 H 0.750 -2.156 -5.320  0.23
41 H 1.534 -0.709 -4.728  0.20
42 H -0.247 -0.764 -4.917  0.23
43 H 2.648 -2.360 -3.090  0.20
44 H 1.598 -3.101 -1.838  0.21
45 H 1.503 -3.676 -3.466  0.26
46 H 2.013 1.016 1.382  0.22
47 H -1.262 0.901 -2.698  0.21
48 H -2.533 0.940 -0.661  0.23
49 H -0.688 -3.023 -1.942  0.22

Its relative energy (zero: lowest compared OMol25 entry of this formula, charge and spin) is 0.0 kcal/mol. Its spin multiplicity is 1. The value obtained for the frontier orbital gap is 7.17 eV. Its charge is -1. The highest occupied orbital energy comes out at -4.67 eV.


# 3
The following is a quantum chemistry calculation of 3 unconnected molecules or ions with the total composition C4H15NO2 at a distorted geometry, from the Open Molecules 2025 dataset.

Last column: natural (NBO) charge in e.
CARTESIAN COORDINATES (ANGSTROEM)
1 C -2.762 1.221 1.336  -0.62
2 C -2.054 1.314 -0.051  -0.39
3 C -0.543 0.958 0.119  -0.06
4 C 0.206 1.245 -1.179  -0.63
5 N -0.382 -0.479 0.301  -0.88
6 H -2.479 0.249 1.737  0.22
7 H -2.482 1.970 2.076  0.20
8 H -3.801 1.438 1.079  0.21
9 H -2.059 2.341 -0.421  0.19
10 H -2.570 0.640 -0.722  0.20
11 H -0.277 1.534 1.003  0.20
12 H 1.306 1.195 -1.113  0.21
13 H -0.034 0.469 -1.901  0.19
14 H 0.215 2.236 -1.657  0.22
15 H -0.197 -1.023 -0.527  0.37
16 H 0.023 -0.834 1.157  0.39
17 O 2.956 -1.758 -1.577  -0.94
18 H 2.270 -1.107 -1.363  0.47
19 H 2.531 -2.377 -2.197  0.47
20 O 3.003 -3.158 1.324  -0.93
21 H 3.635 -3.595 0.787  0.47
22 H 3.495 -2.478 1.786  0.47

Its relative energy (zero: lowest compared OMol25 entry of this formula, charge and spin) is 32.9 kcal/mol. The SMILES is CC[C@H](C)N.O.O. Its spin multiplicity is 1. The value obtained for the frontier orbital gap is 9.52 eV. The highest occupied orbital energy comes out at -8.77 eV.


# 4
The following is a quantum chemistry calculation of C6H10O2 in the gas phase at a distorted geometry, from the Open Molecules 2025 dataset.

Last column: natural (NBO) charge in e.
CARTESIAN COORDINATES (ANGSTROEM)
1 C -1.148 -0.770 1.485  -0.53
2 C -0.630 -0.852 0.249  0.32
3 C -1.405 -1.283 -0.960  -0.68
4 O 0.859 -1.447 0.112  -0.51
5 C 1.441 -0.507 -0.593  0.14
6 C 0.859 0.750 -0.457  0.17
7 C 0.959 1.515 0.835  -0.66
8 O 0.832 1.526 -1.611  -0.69
9 H -2.213 -0.904 1.633  0.22
10 H -0.538 -0.591 2.359  0.21
11 H -1.188 -2.325 -1.206  0.23
12 H -1.168 -0.667 -1.830  0.23
13 H -2.476 -1.210 -0.757  0.23
14 H 2.106 -0.836 -1.387  0.18
15 H 1.260 0.878 1.666  0.23
16 H -0.012 1.952 1.088  0.21
17 H 1.708 2.311 0.745  0.22
18 H 0.752 2.460 -1.371  0.47

Its relative energy (zero: lowest compared OMol25 entry of this formula, charge and spin) is 93.3 kcal/mol. The SMILES is C=C(C)O/C=C(\C)O. Its spin multiplicity is 1. The value obtained for the frontier orbital gap (spin up / spin down) is 7.79 / 7.79 eV. The highest occupied orbital energy (spin up / spin down) comes out at -7.23 / -7.23 eV.


# 5
The following is a quantum chemistry calculation of a molecular structure, C23H42O15SSi at a distorted geometry, from the Open Molecules 2025 dataset.

Last column: Mulliken charge in e.
CARTESIAN COORDINATES (ANGSTROEM)
1 C 1.497 3.251 -2.495  -1.24
2 C 0.845 2.176 -3.460  0.43
3 C 1.208 0.760 -2.869  -0.75
4 C -0.021 -0.186 -2.674  -0.16
5 O -0.829 0.132 -1.515  -0.20
6 S -2.447 -0.113 -1.927  0.67
7 O -2.933 -1.358 -1.259  -0.68
8 O -3.285 1.142 -1.204  -0.31
9 Si -4.178 2.068 -2.406  0.83
10 C -4.542 0.939 -3.891  -1.25
11 C -5.851 2.674 -1.716  -1.12
12 C -3.148 3.599 -2.826  -0.57
13 H 2.565 2.951 -2.379  0.44
14 H 1.430 4.281 -2.898  0.34
15 H 1.017 3.194 -1.496  0.20
16 H 1.287 2.317 -4.471  0.37
17 H -0.245 2.373 -3.505  -0.44
18 H 1.868 0.266 -3.619  0.24
19 H 1.737 0.877 -1.904  0.36
20 H 0.385 -1.240 -2.539  -0.13
21 H -0.707 -0.215 -3.553  0.51
22 H -3.645 0.785 -4.536  0.31
23 H -4.878 -0.083 -3.587  0.38
24 H -5.361 1.384 -4.504  0.35
25 H -6.125 2.172 -0.761  0.28
26 H -6.699 2.516 -2.416  0.36
27 H -5.755 3.770 -1.541  0.31
28 H -2.902 4.108 -1.876  0.06
29 H -2.177 3.344 -3.307  0.05
30 H -3.654 4.288 -3.544  0.40
31 C 2.151 -5.183 1.189  -1.41
32 C 1.702 -4.064 0.261  0.75
33 C 0.673 -4.465 -0.755  -0.65
34 O 0.884 -3.505 -1.796  -0.36
35 C 2.198 -3.149 -1.729  0.59
36 O 2.768 -2.516 -2.561  -0.54
37 O 2.769 -3.617 -0.590  -0.37
38 H 2.032 -4.877 2.228  0.36
39 H 1.548 -6.085 1.062  0.35
40 H 3.189 -5.434 1.038  0.34
41 H 1.367 -3.201 0.844  0.27
42 H -0.344 -4.402 -0.370  0.36
43 H 0.839 -5.463 -1.170  0.34
44 C -4.107 1.295 1.503  -0.89
45 C -3.660 1.778 2.875  0.51
46 C -3.096 0.706 3.763  -0.56
47 O -3.331 1.245 5.068  -0.34
48 C -4.430 2.039 4.968  0.59
49 O -5.017 2.493 5.896  -0.53
50 O -4.765 2.242 3.668  -0.39
51 H -3.630 1.885 0.731  0.12
52 H -3.822 0.258 1.320  0.29
53 H -5.185 1.391 1.373  0.26
54 H -2.961 2.614 2.771  0.31
55 H -2.032 0.537 3.598  0.31
56 H -3.628 -0.247 3.683  0.36
57 C 6.891 -8.701 3.770  -1.25
58 C 5.576 -8.259 3.147  0.52
59 C 5.658 -6.999 2.332  -0.74
60 O 4.314 -6.512 2.396  -0.19
61 C 3.798 -6.959 3.575  0.53
62 O 2.773 -6.587 4.044  -0.50
63 O 4.614 -7.884 4.144  -0.37
64 H 7.109 -9.733 3.494  0.30
65 H 7.732 -8.102 3.415  0.35
66 H 6.860 -8.650 4.858  0.32
67 H 5.140 -9.078 2.566  0.27
68 H 5.957 -7.184 1.301  0.36
69 H 6.319 -6.243 2.768  0.34
70 C 2.111 7.747 0.081  -1.28
71 C 0.719 7.142 -0.026  0.52
72 C 0.471 5.973 0.885  -0.68
73 O -0.565 5.271 0.194  -0.21
74 C -0.403 5.542 -1.128  0.43
75 O -0.970 4.971 -2.004  -0.44
76 O 0.494 6.544 -1.312  -0.35
77 H 2.040 8.819 0.274  0.31
78 H 2.678 7.320 0.909  0.35
79 H 2.679 7.615 -0.839  0.33
80 H -0.041 7.917 0.110  0.28
81 H 0.142 6.275 1.879  0.33
82 H 1.334 5.307 0.979  0.35

Its spin multiplicity is 1. The value obtained for the frontier orbital gap is 10.15 eV. The highest occupied orbital energy comes out at -9.67 eV.


# 6
The following is a quantum chemistry calculation of a molecular structure, CH5Na8O6 at a distorted geometry, from the Open Molecules 2025 dataset.

Last column: natural (NBO) charge in e.
CARTESIAN COORDINATES (ANGSTROEM)
1 Na 1.237 0.084 -2.260  0.96
2 Na -1.665 -2.295 1.157  0.99
3 Na 1.102 2.300 2.038  0.99
4 Na 3.858 0.982 0.353  1.00
5 Na -2.414 -0.346 -1.938  0.99
6 Na 0.141 -3.120 -2.147  0.96
7 Na 1.604 -1.313 3.238  1.00
8 Na 2.415 -2.352 0.130  0.99
9 O -0.607 -1.131 -3.316  -1.40
10 H -0.380 -1.572 -4.137  0.47
11 C 0.354 -0.355 0.453  0.93
12 O -0.166 -1.137 -0.397  -0.94
13 O 1.526 0.051 0.188  -1.03
14 O -0.199 -0.247 1.586  -0.91
15 O -1.756 1.568 3.028  -0.94
16 H -2.188 0.961 3.647  0.50
17 H -1.205 1.007 2.473  0.44
18 O -0.434 2.023 -1.622  -0.97
19 H -1.294 2.478 -1.568  0.52
20 H 0.071 2.414 -0.905  0.46

Its spin multiplicity is 1. The value obtained for the frontier orbital gap is 5.21 eV. Its charge is +5. The highest occupied orbital energy comes out at -23.62 eV.


DFT total energy readings, ordered: -28820.28006; -43557.46745; -9975.66123; -10475.12572; -73958.57123; -48684.10420 eV